1.
{"formula": "C16H14N2O2S", "method": "ωB97M-V/def2-TZVPD", "elements": ["C", "C", "O", "N", "C", "N", "C", "C", "O", "C", "C", "C", "C", "C", "C", "C", "C", "C", "C", "C", "S", "H", "H", "H", "H", "H", "H", "H", "H", "H", "H", "H", "H", "H", "H"], "coordinates": [[2.7159, -4.0739, 0.2566], [2.1421, -3.5650, 1.5457], [2.6361, -3.7566, 2.6304], [0.9736, -2.8327, 1.4732], [0.1683, -2.4434, 0.4447], [-0.8922, -1.7456, 0.6670], [-1.5676, -1.4493, -0.4722], [-2.8298, -0.6386, -0.3886], [-2.7592, 0.4055, 0.5490], [-1.8434, 1.3985, 0.3654], [-1.7798, 2.3380, 1.4211], [-0.9171, 3.3895, 1.3647], [-0.0626, 3.5695, 0.2546], [0.8432, 4.6443, 0.1657], [1.6551, 4.7865, -0.9257], [1.5950, 3.8575, -1.9747], [0.7255, 2.8037, -1.9167], [-0.1253, 2.6299, -0.8057], [-1.0302, 1.5499, -0.7286], [-1.0103, -1.9406, -1.6104], [0.4290, -2.8212, -1.2544], [2.9448, -3.2460, -0.4115], [3.6279, -4.6216, 0.4776], [2.0097, -4.7354, -0.2413], [0.6362, -2.5087, 2.3757], [-3.0949, -0.2642, -1.3873], [-3.6435, -1.2753, -0.0244], [-2.4361, 2.1864, 2.2635], [-0.8738, 4.1029, 2.1751], [0.8843, 5.3560, 0.9781], [2.3476, 5.6131, -0.9879], [2.2426, 3.9818, -2.8305], [0.6784, 2.0872, -2.7250], [-1.0555, 0.8550, -1.5538], [-1.3494, -1.8480, -2.6217]], "atomic_forces_ev_per_a": [[0.2, -0.1, 0.1], [0.0, 0.0, -0.2], [0.2, -0.1, 0.1], [0.0, 0.1, 0.8], [0.0, -0.1, -1.2], [0.0, 0.1, 0.8], [0.2, -0.1, -0.8], [-0.1, -0.3, -0.2], [0.1, 0.3, 0.2], [0.2, 0.1, -0.2], [0.0, 0.1, 0.1], [-0.2, -0.2, 0.1], [0.1, -0.2, -0.3], [0.1, 0.1, -0.1], [0.0, 0.2, 0.2], [-0.1, -0.2, -0.1], [0.1, 0.1, -0.1], [0.0, 0.3, 0.3], [-0.4, -0.3, 0.1], [-0.1, 0.0, 0.3], [-0.3, 0.2, 0.4], [0.0, 0.0, -0.1], [0.0, 0.0, 0.0], [0.0, -0.1, -0.1], [0.1, -0.1, -0.1], [0.0, 0.0, 0.1], [0.1, 0.1, -0.1], [-0.1, 0.0, 0.1], [0.0, 0.1, 0.1], [0.0, 0.1, 0.1], [0.0, 0.1, 0.0], [0.0, 0.0, -0.1], [0.0, -0.1, -0.1], [0.0, -0.1, 0.0], [-0.1, 0.1, -0.2]], "lowdin_charge": [-0.040, -0.512, 0.081, 0.112, -0.566, 0.122, -0.390, -0.139, -0.033, -0.257, 0.008, -0.022, -0.174, -0.039, -0.091, -0.088, -0.038, -0.159, 0.037, -0.362, 1.060, 0.066, 0.092, 0.064, 0.165, 0.135, 0.139, 0.119, 0.114, 0.110, 0.099, 0.100, 0.109, 0.106, 0.071], "relative_energy_kcal_mol": 5.8, "homo_ha": -0.295, "gap_ev": 8.415, "lumo_ev": 0.3763}

2.
{"formula": "C2H5PS", "method": "ωB97M-V/def2-TZVPD", "elements": ["C", "C", "P", "S", "H", "H", "H", "H", "H"], "coordinates": [[0.7351, 0.7275, -0.3798], [-1.3605, -0.9016, 0.5892], [1.7024, 2.1083, -0.2297], [-0.9321, 0.6220, -0.4470], [1.4694, -0.7085, -0.9123], [-0.8737, -0.7470, 1.4750], [-0.9667, -1.7581, 0.0512], [-2.4794, -0.8513, 0.6132], [2.7055, 1.5088, -0.7598]], "atomic_forces_ev_per_a": [[2.9, -3.0, -1.5], [-1.3, 1.2, -3.3], [-3.6, 0.8, 1.2], [-1.3, -0.5, 0.7], [-1.7, 3.5, 1.4], [0.8, 0.1, 2.5], [-0.2, -0.2, 0.1], [1.1, -0.3, 0.3], [3.3, -1.6, -1.3]], "lowdin_charge": [-1.083, -0.323, 0.737, 0.679, 0.162, -0.013, 0.026, 0.048, -0.233], "relative_energy_kcal_mol": 70.4, "homo_ha": -0.307, "gap_ev": 8.125, "lumo_ev": -0.2300}

3.
{"formula": "C5H8O2", "method": "ωB97M-V/def2-TZVPD", "elements": ["C", "C", "C", "H", "H", "H", "H", "C", "O", "H", "H", "C", "O", "H", "H"], "coordinates": [[-1.4457, -0.2196, -0.5176], [-1.0304, -1.1208, 0.3946], [-1.7005, 0.1055, 0.9063], [-1.9717, -0.1965, -1.4569], [-1.0754, -2.1802, 0.5753], [-1.0892, 0.8785, 1.3843], [-2.7159, 0.0467, 1.3084], [1.0047, 1.2352, -0.6814], [-0.1294, 1.0803, -1.2039], [1.0972, 1.8126, 0.2514], [1.8811, 1.2317, -1.3415], [1.7452, -0.5630, 0.0374], [0.9099, -1.1911, 0.7374], [2.0200, -0.9587, -0.9527], [2.5000, 0.0393, 0.5589]], "atomic_forces_ev_per_a": [[-0.1, -0.2, 0.0], [-0.1, 0.0, -0.1], [-0.1, 0.1, 0.1], [0.1, 0.0, 0.1], [0.0, 0.2, -0.1], [0.0, -0.1, -0.1], [0.2, 0.0, -0.1], [-0.1, 0.2, -0.1], [0.3, 0.0, 0.1], [0.0, -0.1, -0.1], [-0.1, -0.1, 0.1], [0.1, -0.2, 0.1], [0.2, 0.2, -0.2], [-0.1, 0.0, 0.1], [-0.2, 0.0, 0.0]], "lowdin_charge": [-0.095, -0.086, -0.099, 0.125, 0.123, 0.097, 0.097, -0.215, -0.079, 0.101, 0.103, -0.207, -0.076, 0.106, 0.104], "relative_energy_kcal_mol": 161.8, "homo_ha": [-0.294, -0.294], "gap_ev": [7.500, 7.502], "lumo_ev": [-0.5026, -0.5018]}

4.
{"formula": "C3H5N4O", "method": "ωB97M-V/def2-TZVPD", "elements": ["C", "C", "C", "N", "N", "N", "N", "O", "H", "H", "H", "H", "H"], "coordinates": [[-0.6370, -0.2601, 0.2596], [0.6832, -0.0976, 0.8360], [-0.6439, 0.0927, -1.1977], [1.5276, 0.9638, -0.7801], [-1.5506, -0.6342, 1.0405], [0.5687, 0.9046, -1.5609], [1.2348, -0.4175, 1.9163], [0.5437, 1.4457, -2.6429], [-0.6149, -0.8198, -1.8083], [-1.5294, 0.6594, -1.4984], [-2.4942, -0.7338, 0.6784], [0.7015, -0.9108, 2.6431], [2.2106, -0.1924, 2.1142]], "atomic_forces_ev_per_a": [[-0.7, -0.1, 0.0], [2.2, 2.5, -4.0], [-0.7, -0.4, -0.2], [0.4, -1.7, 4.2], [0.2, -0.2, 0.5], [-1.9, -0.9, 0.1], [0.0, -0.2, 0.5], [0.3, 0.4, -0.6], [0.1, 0.2, 0.0], [0.2, 0.0, 0.0], [-0.1, 0.1, -0.3], [0.0, 0.0, -0.1], [-0.1, 0.1, -0.1]], "lowdin_charge": [-0.318, 0.048, -0.005, 0.289, 0.248, -0.417, 0.279, 0.095, 0.162, 0.156, 0.106, 0.178, 0.177], "relative_energy_kcal_mol": 126.9, "homo_ha": [-0.556, -0.556], "gap_ev": [8.757, 8.758], "total_charge": 1, "lumo_ev": [-6.3650, -6.3644]}

5.
{"formula": "C38H30CrN8O4PS", "method": "ωB97M-V/def2-TZVPD", "elements": ["Cr", "C", "N", "C", "N", "C", "N", "C", "C", "C", "C", "C", "C", "C", "N", "N", "C", "O", "C", "C", "C", "C", "C", "C", "N", "C", "N", "C", "N", "C", "H", "H", "H", "H", "H", "H", "H", "H", "H", "H", "H", "H", "H", "H", "H", "H", "O", "S", "O", "O", "C", "C", "C", "C", "C", "C", "P", "C", "C", "C", "C", "C", "C", "C", "C", "C", "C", "C", "C", "H", "H", "H", "H", "H", "H", "H", "H", "H", "H", "H", "H", "H", "H"], "coordinates": [[0.1108, -0.0978, 0.6273], [4.3733, 0.9279, -2.5836], [3.4618, 0.2574, -1.6771], [2.1228, 0.2587, -1.6670], [1.6821, -0.4805, -0.6539], [2.8304, -0.9377, -0.0801], [3.9036, -0.5057, -0.6827], [4.0981, 0.4229, -3.9760], [4.8595, -0.5711, -4.5777], [4.3984, -1.1951, -5.7268], [3.1347, -0.9185, -6.2219], [2.3823, 0.0906, -5.6331], [2.9108, 0.8143, -4.5676], [0.9525, 0.2841, -5.8135], [0.2816, 1.3646, -5.5433], [-1.0020, 1.0120, -5.3971], [-1.0743, -0.2728, -5.5771], [0.1370, -0.7946, -5.8820], [-2.1831, -1.1299, -5.2069], [-2.3153, -2.4385, -5.6621], [-3.2756, -3.2594, -5.1007], [-4.0514, -2.8122, -4.0425], [-3.9098, -1.5124, -3.5749], [-4.5729, -1.0399, -2.3096], [-3.5433, -0.6386, -1.3769], [-2.2647, -1.0321, -1.3031], [-1.6567, -0.3780, -0.3186], [-2.6467, 0.4137, 0.1863], [-3.7763, 0.2760, -0.4448], [-3.0085, -0.6585, -4.1907], [5.3782, 0.6821, -2.2458], [4.2111, 2.0063, -2.5109], [1.4889, 0.7608, -2.3705], [2.8508, -1.5729, 0.7831], [5.7998, -0.8642, -4.1364], [5.0061, -1.9478, -6.2028], [2.7329, -1.4850, -7.0460], [2.3407, 1.6436, -4.1793], [-1.6688, -2.8042, -6.4430], [-3.3906, -4.2706, -5.4552], [-4.7571, -3.4790, -3.5715], [-5.1834, -1.8303, -1.8607], [-5.2017, -0.1595, -2.4721], [-1.8078, -1.7632, -1.9396], [-2.5263, 1.0640, 1.0312], [-2.8915, 0.3618, -3.8569], [0.6227, 0.5911, 4.3229], [0.3074, 0.8816, 2.9691], [1.4179, 0.6255, 2.0072], [-0.8499, 0.1385, 2.3960], [-0.2264, 2.5884, 2.8612], [-0.6282, 3.1433, 4.0644], [-1.2000, 4.4047, 4.0929], [-1.3327, 5.1210, 2.9122], [-0.9105, 4.5808, 1.7118], [-0.3895, 3.2852, 1.6646], [0.0815, 2.5173, 0.0751], [-1.0500, 3.1824, -1.1777], [-2.3870, 3.4860, -0.9271], [-3.2233, 3.8210, -1.9768], [-2.7480, 3.8434, -3.2772], [-1.4290, 3.5066, -3.5386], [-0.5922, 3.1608, -2.4980], [1.6659, 3.3658, -0.2400], [1.7528, 4.5614, -0.9481], [2.9871, 5.1494, -1.1585], [4.1401, 4.5561, -0.6689], [4.0570, 3.3707, 0.0456], [2.8258, 2.7769, 0.2596], [-0.4878, 2.5674, 4.9660], [-1.5343, 4.8267, 5.0287], [-1.7682, 6.1068, 2.9288], [-0.9918, 5.1576, 0.8018], [-2.7739, 3.4843, 0.0820], [-4.2495, 4.0819, -1.7749], [-3.4047, 4.1165, -4.0877], [-1.0592, 3.5025, -4.5491], [0.4409, 2.9068, -2.6974], [0.8602, 5.0342, -1.3294], [3.0454, 6.0855, -1.6934], [5.0973, 5.0247, -0.8356], [4.9434, 2.9119, 0.4553], [2.7590, 1.8621, 0.8317]], "atomic_forces_ev_per_a": [[0.2, -0.2, -0.4], [0.4, 0.3, -0.6], [-1.4, -0.2, 0.2], [0.2, 0.0, 0.1], [0.5, 0.0, -0.4], [0.1, 0.1, -0.2], [0.8, -0.4, 0.6], [0.0, 0.1, -0.1], [-0.1, 0.1, 0.1], [0.1, -0.1, 0.0], [-0.1, 0.1, 0.1], [0.3, -0.1, 0.2], [0.2, -0.1, -0.2], [-0.5, 0.6, 0.0], [1.5, 0.1, -0.3], [-1.4, -0.8, 0.0], [0.2, 0.9, -0.1], [0.0, -0.2, 0.0], [-0.2, -0.3, 0.2], [0.0, 0.1, 0.0], [0.0, -0.1, 0.0], [0.0, 0.2, 0.1], [0.0, 0.0, -0.1], [-0.6, -0.2, -0.4], [1.3, -0.3, 0.2], [0.0, 0.0, 0.1], [-0.8, -0.4, -0.4], [-0.3, -0.1, -0.1], [-0.7, 0.6, 0.6], [-0.1, -0.2, -0.3], [-0.1, 0.1, 0.0], [0.0, -0.1, 0.1], [0.0, 0.2, -0.1], [0.1, -0.1, 0.2], [0.1, -0.1, 0.0], [0.0, -0.1, 0.0], [0.0, -0.1, -0.1], [-0.1, 0.0, 0.2], [0.1, -0.1, -0.1], [0.0, -0.1, -0.1], [-0.1, -0.1, 0.1], [0.1, 0.2, -0.1], [0.1, -0.1, 0.1], [0.0, -0.1, -0.1], [0.0, 0.1, 0.1], [0.1, 0.1, 0.1], [-0.1, 0.0, 0.0], [-0.1, 0.6, 1.2], [0.1, 0.0, 0.1], [-0.1, -0.3, -0.1], [0.0, -0.2, 0.1], [0.1, 0.0, 0.2], [0.1, 0.0, -0.2], [0.0, 0.1, 0.2], [0.1, -0.4, 0.1], [-0.1, 0.1, -0.2], [0.1, 0.4, 0.1], [0.0, -0.2, 0.0], [0.3, 0.0, 0.1], [-0.1, 0.1, -0.1], [0.0, 0.0, 0.0], [-0.1, 0.0, -0.1], [0.0, 0.1, 0.2], [0.0, -0.1, -0.2], [0.0, -0.1, 0.1], [0.0, 0.1, 0.0], [0.0, 0.0, 0.0], [0.0, 0.1, 0.0], [-0.1, -0.1, 0.0], [0.0, 0.0, 0.1], [0.0, 0.0, 0.1], [0.0, 0.2, 0.0], [-0.1, 0.0, -0.1], [0.0, 0.0, 0.1], [-0.2, 0.0, 0.0], [-0.1, 0.0, -0.1], [0.1, 0.0, -0.1], [0.1, 0.0, -0.1], [-0.1, 0.1, -0.1], [0.0, 0.1, -0.1], [0.1, 0.0, 0.0], [0.1, 0.0, 0.0], [0.1, 0.0, 0.0]], "mulliken_spin": [3.856, 0.000, 0.003, -0.031, 0.006, 0.063, -0.002, 0.000, 0.000, 0.000, 0.000, 0.001, 0.000, 0.000, 0.000, 0.000, 0.000, 0.000, 0.000, 0.000, 0.000, 0.000, -0.001, 0.000, 0.004, 0.052, -0.026, 0.086, -0.003, 0.000, 0.000, 0.000, 0.015, -0.003, 0.000, 0.000, 0.000, 0.000, 0.000, 0.000, 0.000, 0.000, 0.000, -0.001, 0.001, 0.000, -0.005, -0.013, 0.017, -0.013, 0.021, -0.001, 0.000, 0.001, -0.002, -0.029, -0.020, 0.013, 0.018, -0.003, 0.006, -0.004, 0.022, -0.039, -0.002, 0.000, 0.001, 0.002, 0.007, -0.001, 0.000, 0.000, -0.001, 0.001, 0.000, 0.000, 0.000, 0.003, 0.000, 0.000, 0.000, 0.000, 0.001], "multiplicity": 5, "homo_ha": [-0.376, -0.415], "gap_ev": [7.856, 8.925], "total_charge": 1, "lumo_ev": [-2.3741, -2.3784]}

6.
{"formula": "H14NO5", "method": "ωB97M-V/def2-TZVPD", "elements": ["N", "H", "H", "H", "H", "H", "H", "O", "H", "H", "O", "H", "H", "O", "H", "H", "O", "H", "H", "O"], "coordinates": [[-0.4123, -1.3324, -0.5230], [-0.3958, -1.9233, -1.3659], [-1.3344, -1.4602, -0.1169], [0.2411, -1.7226, 0.1527], [-0.1274, -0.3597, -0.7558], [0.6545, 3.9532, -0.1842], [-0.4390, 2.9667, 0.1596], [0.0635, 3.3090, -0.5951], [-2.4229, -2.5393, -3.0606], [-1.0719, -3.2688, -3.3372], [-1.4738, -2.4991, -2.9281], [-2.0073, 1.7627, 1.5939], [-2.8848, 1.5510, 0.4438], [-2.0004, 1.2784, 0.7531], [1.0980, 1.0202, -2.5700], [0.4340, 1.4095, -1.2277], [0.9130, 0.6975, -1.6833], [3.9304, -0.2818, 4.7531], [3.5789, -1.3777, 5.7120], [3.6563, -1.1832, 4.7795]], "atomic_forces_ev_per_a": [[0.1, -0.9, 0.4], [-0.1, 0.3, -0.3], [-0.2, 0.6, 0.0], [0.3, 0.1, 0.0], [-0.2, -0.4, -0.4], [0.1, 0.0, -0.3], [-0.1, 0.1, -0.3], [-0.1, -0.2, 0.6], [-0.1, -0.2, -0.2], [-0.2, -0.2, -0.2], [0.5, 0.3, 0.5], [0.4, -0.4, 0.1], [0.4, -0.4, -0.4], [-0.8, 0.7, 0.3], [-0.1, 0.1, 0.0], [0.5, 0.7, -0.3], [-0.4, -0.2, 0.5], [0.4, 1.0, -0.1], [0.0, -0.2, 0.3], [-0.4, -0.8, -0.2]], "lowdin_charge": [0.291, 0.100, 0.138, 0.152, 0.080, 0.066, 0.019, -0.048, 0.062, 0.064, -0.038, 0.059, 0.069, -0.060, 0.079, 0.018, -0.050, 0.014, 0.033, -0.047], "relative_energy_kcal_mol": 27.5, "homo_ha": -0.499, "gap_ev": 10.495, "total_charge": 1, "lumo_ev": -3.0908}

Number 1: DFT total energy -1276.31059 hartree. Number 2: DFT total energy -818.58570 hartree. Number 3: DFT total energy -345.54708 hartree. Number 4: DFT total energy -411.10078 hartree. Number 5: DFT total energy -3988.97561 hartree. Number 6: DFT total energy -439.12605 hartree.